12 unconnected molecules or ions with the total composition C53H127N3O13 in a non-equilibrium geometry, computed with the ωB97M-V functional and the def2-TZVPD basis.

The geometry in XYZ format:
```
196
Properties=species:S:1:pos:R:3:forces:R:3
C 5.72354 -0.89766 -2.01020 1.0 0.2 -1.3
C 4.99931 -1.53692 -3.20806 -0.2 1.6 1.5
O 3.79593 -2.07618 -2.71544 -0.3 -0.3 -0.1
O 4.84367 -0.05108 -1.35106 -1.1 0.4 1.0
H 6.46315 -0.22491 -2.45901 0.2 -0.2 0.1
H 6.29588 -1.55783 -1.32525 -0.7 -0.1 -0.3
H 5.64682 -2.26492 -3.60301 0.7 -1.1 -1.0
H 4.77625 -0.70883 -3.91139 0.2 -0.6 0.1
H 3.22450 -2.17093 -3.48627 -0.4 -0.1 -0.2
H 4.01080 -0.53958 -1.19959 0.3 0.1 -0.3
C -4.26396 -0.23221 4.63810 -0.7 0.2 0.6
C -3.03108 0.20685 3.80498 -0.7 -0.9 0.5
C -3.02947 1.70960 3.72572 1.5 0.4 -0.4
C -2.42805 2.42846 4.92309 0.3 0.0 0.6
C -1.09965 1.77856 5.34917 0.2 0.1 0.0
C -1.14430 0.25983 5.52983 0.2 0.4 -1.5
N -1.69035 -0.32319 4.27474 -1.1 0.3 -0.4
O -1.90692 -1.72793 4.47261 1.3 -0.7 -0.3
C 0.27999 -0.22363 5.64549 1.5 -0.1 1.4
C -1.88308 -0.04810 6.76794 -2.2 -0.3 0.6
C -3.25882 -0.27756 2.36001 0.4 -1.1 0.0
H -4.34256 0.04164 5.72911 0.5 -0.1 -1.2
H -4.42222 -1.30110 4.57841 0.2 -0.3 0.0
H -5.15367 0.21850 4.15587 0.4 -0.1 0.2
H -2.44390 1.94608 2.81709 0.0 0.3 0.4
H -4.03192 2.04394 3.52003 -0.5 0.2 0.0
H -3.11162 2.43023 5.78775 0.0 0.1 -0.4
H -2.24330 3.46686 4.62430 -0.1 -0.1 0.3
H -0.62821 2.17677 6.26866 -0.7 0.1 -0.3
H -0.35257 1.95947 4.59817 0.4 0.2 -0.7
H 0.83762 0.33655 6.45545 -0.7 -0.3 -0.8
H 0.36867 -1.26057 5.97245 -0.3 -0.2 0.0
H 0.87850 -0.14625 4.74799 -0.1 0.3 -0.5
H -1.23603 0.20545 7.58426 0.2 -0.2 0.8
H -2.77765 0.60989 6.84282 0.6 -0.4 0.2
H -2.26838 -1.08913 6.80527 0.6 0.5 0.2
H -3.36207 -1.39530 2.29887 0.4 1.0 0.1
H -2.37453 0.07385 1.80368 -0.4 -0.4 -0.2
H -4.17400 0.11770 1.89926 0.2 0.2 0.3
H -1.08265 -2.18812 4.13631 -1.4 1.0 0.4
C 4.02165 5.66762 2.97014 1.0 0.2 0.8
C 2.73103 4.97979 2.48604 0.9 -0.7 0.7
C 1.58306 5.93126 2.23498 1.1 0.6 -1.2
C 1.82234 6.74215 0.96120 -1.0 -0.2 0.5
C 1.93592 5.82802 -0.23542 -0.5 -0.2 0.2
C 3.08455 4.85192 -0.08496 1.3 -0.6 1.7
N 2.98847 4.19455 1.26417 -1.9 -0.1 0.4
O 4.09409 3.37828 1.51843 0.5 -0.6 -0.3
C 2.97880 3.69015 -1.08547 0.6 0.9 -0.3
C 4.47420 5.56546 -0.23701 0.2 -0.8 -1.6
C 2.38532 4.10504 3.73447 -0.6 -0.3 0.0
H 3.72471 6.34269 3.78655 0.3 0.0 -0.2
H 4.65459 6.21344 2.25888 -0.6 0.0 0.0
H 4.72401 4.90384 3.41188 -0.9 0.7 -0.4
H 0.60328 5.49677 2.15467 -0.3 -0.9 0.0
H 1.51758 6.61554 3.03920 0.0 0.7 1.1
H 2.63549 7.41611 1.02754 1.4 0.4 0.3
H 1.00588 7.44658 0.94052 -0.7 0.1 -0.7
H 2.12060 6.40360 -1.14442 -0.4 -0.1 -0.2
H 1.00280 5.22782 -0.28655 0.4 0.4 -0.4
H 2.01906 3.18434 -1.12041 -0.2 0.2 0.4
H 3.15514 4.11432 -2.07500 0.1 -0.2 -0.2
H 3.75789 2.96209 -0.87085 0.1 -0.1 -0.2
H 4.53081 5.78759 -1.32042 0.1 0.3 0.4
H 4.63652 6.50858 0.31544 -0.3 -0.7 -0.2
H 5.31950 4.83681 -0.11408 -0.8 0.7 0.4
H 2.43109 4.73800 4.67765 -0.4 -0.8 -1.2
H 3.04625 3.25513 3.87825 0.6 0.3 -0.1
H 1.42661 3.57561 3.60775 -0.2 0.7 0.2
H 3.77920 2.47915 1.32397 0.2 0.2 0.1
C -3.72434 2.60158 -0.08495 1.4 0.7 -1.0
C -4.07741 3.51123 -1.27589 -2.4 1.1 -1.4
C -4.72236 2.68649 -2.47992 0.2 0.3 1.6
C -6.09967 2.19477 -2.18698 -0.7 -1.0 1.5
C -7.02352 3.29083 -1.71324 -0.7 0.8 -3.7
C -6.51658 4.06913 -0.57680 2.2 2.0 1.7
N -5.12176 4.58139 -0.96693 0.1 -0.6 0.1
O -4.54388 5.38138 0.11823 0.0 -2.1 -0.2
C -7.32464 5.32965 -0.31266 0.1 1.5 0.6
C -6.46100 3.35154 0.77309 -0.5 -3.0 0.0
C -2.91078 4.26648 -1.87476 1.4 0.5 1.3
H -4.49125 1.89241 0.11140 -0.5 -0.6 0.1
H -3.50106 3.15060 0.83143 -0.1 0.2 -0.2
H -2.79890 2.08297 -0.37251 -0.2 -0.2 0.2
H -4.83046 3.25571 -3.39180 0.5 0.7 -0.2
H -4.11549 1.82019 -2.69142 0.6 -0.2 -0.1
H -6.16186 1.46223 -1.38360 0.7 -0.4 0.2
H -6.43263 1.62242 -3.03800 -0.6 0.2 -0.5
H -8.00918 2.93761 -1.47628 -0.6 -0.4 0.2
H -7.17331 3.94318 -2.67059 0.1 -0.4 1.8
H -6.89035 5.93723 0.55868 -0.8 -1.2 -0.9
H -7.32226 6.04462 -1.13935 0.1 -0.3 -0.3
H -8.37765 5.09145 -0.13122 0.2 0.0 0.3
H -7.37534 3.48039 1.36025 0.3 0.6 0.1
H -6.47843 2.20331 0.68129 0.3 1.5 -0.2
H -5.54112 3.59552 1.30405 -0.5 0.3 0.2
H -2.36013 3.52524 -2.41729 0.7 -0.4 -0.4
H -2.25607 4.61352 -1.01518 -0.6 0.0 -1.2
H -3.11044 5.09669 -2.59868 -0.4 -0.7 0.9
H -4.88660 6.24141 -0.03634 -0.4 1.2 -0.4
C 1.79809 0.97090 -3.30936 -0.6 0.5 0.0
C 0.31880 0.56939 -3.42538 2.4 -2.0 0.2
C -0.52773 1.74710 -3.46275 -1.1 1.5 -1.9
O 0.24443 -0.10150 -4.72187 -0.2 -0.6 0.5
H 2.44517 0.13759 -3.10605 0.2 -0.5 -0.1
H 1.93944 1.68139 -2.48596 0.0 -0.1 -0.3
H 2.06116 1.42411 -4.26799 0.3 0.1 0.2
H 0.15482 -0.14645 -2.56846 -0.5 0.6 -1.0
H -1.55446 1.43952 -3.67089 -0.2 0.3 0.4
H -0.23578 2.35646 -4.37078 -0.2 -0.6 0.9
H -0.43678 2.40698 -2.62119 -0.1 0.1 0.6
H -0.55243 -0.66302 -4.82590 0.1 0.4 0.3
C 2.27945 -3.42900 -7.31223 -2.0 1.0 -0.5
C 1.57500 -2.84121 -6.09883 -0.6 -0.3 0.5
C 1.14105 -3.87187 -5.05507 0.3 -0.5 0.3
O 2.37169 -1.82784 -5.48969 -0.9 0.8 0.7
H 3.26243 -3.66317 -7.05187 1.7 -0.4 0.2
H 2.23508 -2.69259 -8.12284 0.4 0.0 0.2
H 1.76014 -4.29805 -7.71360 0.0 -0.2 0.3
H 0.64554 -2.34019 -6.37379 -0.2 -0.1 -0.6
H 0.32131 -4.48983 -5.44279 0.2 -0.1 0.0
H 0.72734 -3.35758 -4.17653 0.2 0.0 -0.1
H 1.96766 -4.54216 -4.71798 -0.5 0.5 -0.3
H 1.66467 -1.19140 -5.13742 1.3 -0.5 -0.4
C -1.91037 -4.31081 2.20092 -0.6 0.6 -1.3
C -0.43708 -4.33712 2.51415 -0.7 -2.3 0.4
C -0.24984 -4.75249 3.96640 1.9 1.5 0.8
O 0.14656 -5.31469 1.62772 0.2 1.0 0.2
H -2.43599 -3.60743 2.85761 0.0 -0.1 -0.2
H -2.33704 -5.31577 2.37723 0.2 0.4 -0.3
H -2.05419 -3.99022 1.11071 0.0 -0.6 1.5
H 0.03567 -3.38400 2.42258 0.4 0.8 -0.6
H 0.73979 -5.18654 4.15583 0.1 0.2 -0.4
H -0.90995 -5.46219 4.38886 -1.2 -0.6 0.1
H -0.24713 -3.82072 4.59008 -0.2 -0.8 -0.1
H 1.02629 -4.94490 1.42790 0.2 -0.3 0.1
C 2.66329 -5.24183 -0.69859 2.3 0.7 -3.5
C 3.63178 -4.86902 0.36299 -1.7 1.1 2.1
C 4.72088 -3.86934 0.12189 0.9 -1.1 -0.6
O 2.77114 -4.18309 1.36637 0.1 -1.6 0.6
H 2.35437 -4.33580 -1.22505 -0.7 0.1 0.4
H 1.90003 -5.80128 -0.25459 -1.3 -0.7 0.3
H 3.13796 -5.79060 -1.58165 -0.4 0.1 1.3
H 3.90075 -5.81924 0.83245 0.6 0.4 0.3
H 4.23735 -2.95919 -0.28234 0.7 -0.3 0.3
H 5.41027 -4.32730 -0.59926 0.0 0.5 -0.3
H 5.32452 -3.75101 1.04670 -0.7 0.4 -0.5
H 2.60192 -3.25636 1.17309 0.2 0.4 -0.5
C 0.30843 -1.32323 -0.20595 -1.7 -0.7 -2.4
C 1.21368 -0.50781 0.53657 0.2 1.6 2.5
C 0.49700 0.45501 1.58767 0.8 0.3 -2.4
O 2.10338 -1.40482 1.14138 1.3 0.2 1.2
H 0.83860 -1.84305 -1.03306 -0.4 0.0 0.6
H -0.41172 -0.65735 -0.66179 -0.5 0.1 -0.3
H -0.26669 -1.99661 0.40571 0.0 -0.6 0.3
H 1.80718 0.08083 -0.11218 0.5 1.1 -1.0
H 1.16039 1.22964 1.98624 0.2 -0.3 0.0
H 0.08569 -0.12409 2.36510 -0.7 -0.6 1.0
H -0.29856 1.02615 1.06069 0.3 -0.4 0.3
H 2.83914 -0.82957 1.42644 0.2 -0.6 0.1
C 4.56146 0.67285 3.54204 -1.2 -0.8 1.0
C 5.34488 0.60324 2.29739 0.6 -1.2 -0.1
C 6.32617 -0.55649 2.31639 -0.1 1.2 -0.3
O 4.42120 0.35142 1.21550 0.1 0.8 0.6
H 4.27680 -0.29729 4.02650 -0.2 0.6 -1.0
H 3.73451 1.29370 3.25145 -1.0 0.0 0.5
H 5.03923 1.18209 4.34216 0.9 0.7 0.5
H 5.84700 1.56536 2.22940 0.1 0.2 -0.7
H 5.73282 -1.44422 2.43823 0.0 -0.6 0.2
H 7.03175 -0.41002 3.13949 0.2 -0.3 -0.4
H 6.76165 -0.55330 1.31809 0.7 -0.4 0.2
H 4.90631 0.32317 0.36961 -0.1 0.0 -0.1
C -3.17579 -3.73271 -4.87671 -1.4 -4.4 0.0
C -3.04310 -2.35473 -4.43431 -1.9 1.6 1.8
C -2.57803 -2.19120 -2.95877 0.5 -1.6 0.1
O -2.11088 -1.76342 -5.27842 1.3 1.7 0.8
H -2.17892 -4.21652 -4.90909 -0.4 0.2 0.1
H -3.66532 -3.96377 -5.86322 0.6 1.0 0.5
H -3.82624 -4.41935 -4.22577 1.0 1.2 -0.3
H -4.06757 -1.79999 -4.45423 1.5 -0.7 -0.3
H -3.41696 -2.41284 -2.27974 0.2 0.2 -0.3
H -2.23610 -1.18134 -2.76413 0.1 0.2 0.0
H -1.76202 -2.92997 -2.63683 -0.9 1.0 -0.8
H -2.28986 -2.01780 -6.16175 -0.2 -0.3 -1.4
C -1.05673 -8.18793 -3.77102 1.6 0.6 0.5
C -0.93057 -7.79444 -2.27900 -0.6 1.7 -0.4
C -0.32638 -6.38365 -2.22272 -0.3 0.3 -0.6
O -2.20343 -7.69150 -1.59044 0.4 -0.5 -0.5
H -1.69092 -7.47172 -4.30499 0.3 0.1 0.1
H -1.51192 -9.13800 -3.87030 -0.4 -1.2 -0.2
H 0.00654 -8.23463 -4.21539 -1.7 0.1 0.5
H -0.22929 -8.41388 -1.74105 0.0 -0.8 0.2
H -1.08242 -5.60837 -2.53432 0.7 -0.8 0.2
H 0.51852 -6.39245 -2.92749 -0.2 0.3 0.1
H 0.07768 -6.10959 -1.25142 -0.3 -0.1 0.1
H -2.66323 -8.54427 -1.57410 0.4 0.2 -0.1
```
Forces are in eV/Å.

- Frontier orbital gap: 8.54 eV
- LUMO energy: 0.45 eV
- SMILES string: CC1(C)CCCC(C)(C)N1O.CC1(C)CCCC(C)(C)N1O.CC1(C)CCCC(C)(C)N1O.CC(C)O.CC(C)O.CC(C)O.CC(C)O.CC(C)O.CC(C)O.CC(C)O.CC(C)O.OCCO
- Molar mass: 1014.607 g/mol
- Relative energy (zero: lowest compared OMol25 entry of this formula, charge and spin): 0.0 kcal per mole